Model one:
C6H13N | ωB97M-V/def2-TZVPD

Calculated values
Kohn-Sham gap (alpha / beta)   7.57 / 8.39 eV
Lowest unoccupied orbital energy (alpha / beta)   0.5487 / 0.7224 eV
2S+1   1

Element x y z (Å)
1 H -1.53 2.59 -2.45
2 C -1.10 -1.20 -1.00
3 H -1.60 -0.63 -1.95
4 C 0.07 1.81 -1.65
5 H -0.74 -2.16 -1.51
6 C -0.05 -0.50 -0.21
7 H 0.20 1.07 2.97
8 H 0.77 1.48 1.25
9 H 0.80 1.88 -2.41
10 C -0.61 -0.09 1.12
11 H 1.14 0.01 2.36
12 H 1.50 -1.50 -1.22
13 H -1.65 0.30 0.86
14 H 1.39 -1.86 0.56
15 H -1.95 -1.53 -0.37
16 H 2.15 -0.28 0.02
17 C 1.36 -0.99 -0.22
18 H -0.80 -1.08 1.54
19 C 0.43 0.73 1.96
20 N -1.08 2.18 -1.65

Model two:
C6H13N | ωB97M-V/def2-TZVPD

Calculated values
Kohn-Sham gap   5.52 eV
Lowest unoccupied orbital energy   -1.2357 eV
2S+1   1

Element x y z (Å)
1 H 3.63 0.78 -0.47
2 H -2.27 0.95 0.96
3 N 1.62 0.87 -0.64
4 C 0.46 0.21 -0.30
5 H 0.45 0.49 1.82
6 H 2.67 -0.69 0.23
7 C -1.59 0.17 1.26
8 C -0.17 0.80 1.00
9 C -1.98 -1.01 0.36
10 H -2.99 -0.92 0.01
11 H 0.07 -0.47 -2.27
12 H -0.25 1.87 0.96
13 H -1.02 0.86 -1.83
14 H 3.03 -0.55 -1.41
15 H -1.74 0.06 2.35
16 C -0.43 0.06 -1.46
17 H -1.70 -2.01 0.68
18 H 0.67 -0.80 0.03
19 H -1.27 -0.74 -0.76
20 C 2.80 0.08 -0.54

Relative energy table, unit kJ/mol: model one 0.0; model two 86.2

Model one:
C6H13N | ωB97M-V/def2-TZVPD

Calculated values
Kohn-Sham gap   8.26 eV
Lowest unoccupied orbital energy   1.1149 eV
2S+1   1

Element x y z (Å)
1 H 1.98 2.67 2.20
2 C 1.41 1.49 0.52
3 H 0.58 0.60 -2.51
4 H 0.69 -0.07 -2.81
5 H 2.37 1.40 0.01
6 H 2.12 0.93 2.50
7 H -1.76 -0.30 -0.93
8 H -1.99 -1.36 0.46
9 H -0.57 -2.14 -2.16
10 H -0.64 2.41 -0.02
11 H -0.72 -3.20 -0.75
12 C 0.02 -0.68 0.15
13 H 0.73 -1.38 0.58
14 C -1.18 -2.36 -1.28
15 H 0.52 1.71 2.47
16 H -2.17 -2.69 -1.62
17 N 0.39 0.55 0.07
18 C 0.22 1.83 -0.33
19 C -1.31 -1.13 -0.37
20 C 1.51 1.70 2.01

Model two:
C6H13N | ωB97M-V/def2-TZVPD

Calculated values
Kohn-Sham gap   10.09 eV
Lowest unoccupied orbital energy   1.0903 eV
2S+1   1
Structure (SMILES)   C=CCCCCN

Element x y z (Å)
1 H 3.13 -0.40 2.00
2 C 0.33 0.84 -0.71
3 H -2.20 -0.74 1.25
4 C 1.30 -0.31 -0.97
5 H -3.17 -0.62 -1.32
6 H -0.24 0.39 1.55
7 H 1.64 -0.40 -2.10
8 H 0.56 -1.07 -0.81
9 H -1.42 -1.37 -0.25
10 C -1.83 -0.38 0.31
11 H -0.97 1.68 0.65
12 C 2.41 -0.03 1.27
13 N -3.04 0.00 -0.48
14 H -3.93 0.13 -0.02
15 H 3.33 -0.94 -0.31
16 H 0.98 1.75 -0.80
17 H -0.33 0.81 -1.54
18 C 2.35 -0.64 0.04
19 C -0.62 0.67 0.53
20 H 1.71 0.62 1.70

Relative energy table, unit kJ/mol: model one 161.2; model two 0.0

Model one:
C6H13N | ωB97M-V/def2-TZVPD

Calculated values
Kohn-Sham gap   9.43 eV
Lowest unoccupied orbital energy   1.1882 eV
2S+1   1
Structure (SMILES)   CCN1CCCC1

Element x y z (Å)
1 C -1.07 0.01 -0.30
2 H -1.95 0.31 0.28
3 H -0.71 2.38 1.56
4 H 1.30 1.49 -0.62
5 N 0.12 0.11 0.54
6 H -0.75 2.82 -0.16
7 H 1.60 1.46 1.11
8 C -0.10 2.61 0.70
9 C 1.03 -1.02 0.25
10 H 0.46 -2.96 -0.55
11 C -1.15 -1.46 -0.69
12 H 0.80 -1.85 -1.80
13 C 0.81 1.39 0.36
14 H 0.52 3.51 0.83
15 H 1.08 -1.54 1.22
16 H -1.80 -1.62 -1.57
17 H -0.97 0.69 -1.15
18 C 0.35 -1.91 -0.80
19 H 2.07 -0.75 0.04
20 H -1.63 -2.02 0.11

Model two:
C6H13N | ωB97M-V/def2-TZVPD

Calculated values
Kohn-Sham gap   8.41 eV
Lowest unoccupied orbital energy   0.0472 eV
2S+1   1

Element x y z (Å)
1 H 2.06 -0.10 0.97
2 H 1.47 1.44 -0.78
3 H 2.12 -1.63 0.04
4 H -1.81 -2.76 -0.26
5 H -1.21 2.86 1.68
6 C -0.95 2.45 0.67
7 H -0.19 -2.81 0.49
8 H -1.82 2.64 0.03
9 H -0.19 1.39 -1.42
10 C -0.76 -2.47 -0.38
11 C 0.40 -0.42 -0.37
12 H -0.09 3.03 0.33
13 C 0.70 0.80 -1.21
14 H -0.38 -3.03 -1.25
15 H -1.59 0.53 1.21
16 C -0.64 1.10 1.16
17 C 1.46 -0.93 0.57
18 H 1.05 0.42 -2.18
19 N -0.65 -1.07 -0.73
20 H 1.03 -1.44 1.43

Model three:
C6H13N | ωB97M-V/def2-TZVPD

Calculated values
Kohn-Sham gap   7.62 eV
Lowest unoccupied orbital energy   0.8363 eV
2S+1   1

Element x y z (Å)
1 C 0.15 0.84 -0.65
2 H -0.01 -2.33 -0.68
3 C -0.26 -0.42 1.50
4 H 0.14 0.47 1.98
5 H -1.78 2.10 -1.20
6 C -1.73 1.37 -0.40
7 H 0.64 1.63 -0.09
8 N 1.94 -0.70 -0.40
9 H 3.88 -0.34 0.15
10 C -0.15 -0.36 0.00
11 H -1.80 1.83 0.58
12 H -1.30 -0.55 1.81
13 H 0.27 0.82 -1.73
14 C -0.74 -1.52 -0.75
15 H -1.67 -1.86 -0.30
16 H 0.30 -1.29 1.85
17 C 2.83 0.00 0.11
18 H -2.49 0.60 -0.54
19 H 2.66 1.00 0.58
20 H -0.89 -1.30 -1.80

Relative energy table, unit kJ/mol: model one 0.0; model two 407.7; model three 400.9

Model one:
C6H13N | ωB97M-V/def2-TZVPD

Calculated values
Kohn-Sham gap   10.32 eV
Lowest unoccupied orbital energy   1.1182 eV
2S+1   1
Structure (SMILES)   C=CCC[C@H](C)N

Element x y z (Å)
1 C 0.71 -1.13 0.32
2 H -1.01 1.56 1.65
3 H -0.36 -2.09 -1.26
4 H -1.03 -0.67 1.53
5 C -0.87 1.99 -0.47
6 H 0.71 -1.85 2.21
7 H 0.65 1.45 0.98
8 H 1.23 -2.64 -1.18
9 H 1.61 -0.52 0.32
10 H -1.91 1.68 -0.64
11 H 0.76 3.09 -0.99
12 C -0.30 2.95 -1.18
13 H -0.58 3.36 -2.14
14 H 1.00 -0.95 -1.80
15 C -0.54 -0.26 0.65
16 C 0.66 -1.71 -1.11
17 H -1.30 -0.38 -0.14
18 C -0.42 1.29 0.77
19 N 0.84 -2.23 1.28
20 H 0.12 -2.93 1.20

Model two:
C6H13N | ωB97M-V/def2-TZVPD

Calculated values
Kohn-Sham gap   10.55 eV
Lowest unoccupied orbital energy   1.1540 eV
2S+1   1
Structure (SMILES)   CCCN1C[C@H]1C

Element x y z (Å)
1 C 1.35 -0.68 -0.19
2 H -1.45 2.23 -1.00
3 H -1.52 1.37 0.74
4 H -2.08 -1.58 1.06
5 C -2.04 -0.51 1.29
6 H 3.24 0.02 -0.97
7 C -1.82 1.20 -1.15
8 H 2.99 0.42 0.73
9 N -0.82 0.20 -0.87
10 C -1.75 0.48 0.17
11 H -2.89 -0.19 1.88
12 H 1.02 1.08 -1.41
13 H 0.95 -1.11 0.74
14 H -1.14 -0.36 1.92
15 H -2.52 1.11 -1.96
16 H 3.41 -1.24 0.26
17 C 2.83 -0.36 -0.03
18 C 0.55 0.57 -0.56
19 H 0.54 1.27 0.30
20 H 1.20 -1.43 -0.97

Relative energy table, unit kJ/mol: model one 0.0; model two 97.5

Model one:
C6H13N | ωB97M-V/def2-TZVPD

Calculated values
Kohn-Sham gap   10.10 eV
Lowest unoccupied orbital energy   1.0977 eV
2S+1   1
Structure (SMILES)   C=C(CCC)NC

Element x y z (Å)
1 C 2.24 1.72 1.13
2 H 2.22 2.19 2.11
3 H 3.17 1.16 0.98
4 C -2.48 -0.46 0.37
5 H 1.89 -0.35 -0.72
6 H 1.22 -0.07 1.69
7 H 0.95 1.16 -1.07
8 H 0.15 1.27 1.26
9 C 1.00 0.23 -0.51
10 H -3.39 0.13 0.31
11 H -1.05 -2.46 -1.00
12 C -0.20 -0.59 -0.72
13 H 0.84 -2.34 -0.96
14 H -1.85 0.01 -1.51
15 H -2.04 -0.34 1.35
16 N -1.48 0.07 -0.56
17 C -0.13 -1.89 -1.11
18 H -2.59 -1.54 0.17
19 H 2.11 2.52 0.40
20 C 1.05 0.72 0.95

Model two:
C6H13N | ωB97M-V/def2-TZVPD

Calculated values
Kohn-Sham gap   8.43 eV
Lowest unoccupied orbital energy   1.0485 eV
2S+1   1
Structure (SMILES)   CCC/C(C)=C/N

Element x y z (Å)
1 H -0.54 -2.18 0.71
2 H 0.79 -2.57 2.65
3 H 0.11 1.40 -3.77
4 H -0.34 1.94 0.95
5 H -0.79 0.01 -3.38
6 C -0.74 0.08 -0.72
7 H -1.83 0.25 -0.62
8 C 0.20 1.13 1.44
9 C -0.18 -0.11 0.67
10 H 1.23 1.47 1.28
11 H -0.11 1.15 2.48
12 H -0.65 2.08 -1.64
13 H 1.33 -0.89 2.56
14 H -0.78 -0.90 -1.21
15 C 0.09 0.58 -3.06
16 H 0.88 -0.16 -2.95
17 H 0.83 1.49 -1.27
18 C -0.08 -1.34 1.20
19 N 0.69 -1.63 2.33
20 C -0.14 1.12 -1.64

Relative energy table, unit kJ/mol: model one 29.7; model two 0.0

Model one:
C10H19N5 | ωB97M-V/def2-TZVPD

Calculated values
Kohn-Sham gap   10.12 eV
Lowest unoccupied orbital energy   0.5308 eV
2S+1   1
Structure (SMILES)   Cn1nnnc1CC1(CN)CCCCC1

Element x y z (Å)
1 C 0.42 3.16 -1.08
2 H -0.13 1.01 2.16
3 H -1.75 -1.50 2.57
4 C -0.08 -0.06 2.40
5 C -0.93 -1.66 0.46
6 H -2.00 -2.17 0.13
7 H 0.12 -0.22 3.51
8 N -2.53 1.48 -0.20
9 C 0.05 -0.87 -0.56
10 C -0.82 0.12 -1.52
11 C -1.36 1.41 -0.89
12 H 1.22 -1.16 -2.20
13 H 0.98 2.40 -1.60
14 H 1.12 3.53 -0.15
15 C 1.20 -0.49 1.61
16 N 1.55 -2.76 -0.83
17 C 0.67 -1.88 -1.57
18 H 1.71 -3.72 -1.32
19 N -1.41 3.22 0.29
20 C 1.19 -0.14 0.15
21 H -1.98 0.01 1.70
22 H -0.08 -2.41 -2.21
23 C -1.27 -0.79 1.87
24 H -0.27 -2.42 0.88
25 N -0.69 2.51 -0.50
26 H 2.13 -0.48 -0.34
27 N -2.53 2.64 0.47
28 H 1.12 0.90 -0.11
29 H 2.14 -0.01 1.95
30 H -1.67 -0.36 -1.92
31 H -0.10 0.47 -2.29
32 H 1.24 -1.53 1.67
33 H 0.27 4.13 -1.61
34 H 2.50 -2.40 -0.92

Model two:
C10H19N5 | ωB97M-V/def2-TZVPD

Calculated values
Kohn-Sham gap   9.83 eV
Lowest unoccupied orbital energy   0.5583 eV
2S+1   1
Structure (SMILES)   Cn1nnnc1CC1(CN)CCCCC1

Element x y z (Å)
1 C -2.18 1.39 0.90
2 H 0.26 -2.09 0.88
3 H -2.13 0.34 -1.68
4 H -0.63 -0.36 -2.07
5 H 1.69 -0.89 2.59
6 N -3.52 -1.17 -0.08
7 H -0.37 2.93 0.76
8 H 1.87 0.87 2.29
9 H 3.35 -0.05 2.42
10 H -4.28 -1.80 -0.31
11 H -3.12 1.24 0.13
12 H -1.79 3.54 -0.21
13 H -1.87 -0.53 1.99
14 H -3.59 -0.61 0.90
15 H -2.78 1.77 1.81
16 C 1.44 -0.56 -0.19
17 C -1.31 2.44 0.13
18 H 0.51 1.81 -1.11
19 C -1.11 0.29 -1.33
20 C -1.11 -0.65 -0.11
21 H 0.24 -2.12 -0.79
22 N 3.51 0.21 0.01
23 C -2.17 -1.80 -0.22
24 C -0.60 1.74 -1.14
25 N 2.43 -0.18 0.66
26 H -1.10 2.29 -2.00
27 H -2.22 -2.21 -1.27
28 H -1.91 -2.72 0.46
29 N 1.95 -0.45 -1.38
30 N 3.20 0.10 -1.30
31 C 2.31 -0.16 2.08
32 C 0.27 -1.42 0.02
33 H -0.37 0.57 1.69
34 C -1.35 0.14 1.22

Relative energy table, unit kJ/mol: model one 0.0; model two 47.1

Model one:
C20H22AuClN2O8Sb | ωB97M-V/def2-TZVPD

Calculated values
Net charge   -1
Kohn-Sham gap   5.61 eV
Lowest unoccupied orbital energy   1.1220 eV
2S+1   1

Element x y z (Å)
1 O -13.98 -4.08 13.41
2 O -8.76 -10.76 10.68
3 C -9.80 -0.26 15.28
4 C -10.72 -9.55 12.08
5 H -8.83 -5.20 17.58
6 H -10.45 0.65 15.02
7 H -6.66 -1.50 14.28
8 O -7.82 -6.65 15.08
9 O -9.91 -5.68 14.96
10 C -14.92 -4.34 14.26
11 H -11.17 -3.31 17.31
12 C -9.39 -9.58 12.47
13 Cl -17.64 -5.93 17.41
14 C -10.05 -3.35 17.23
15 C -15.18 -3.56 15.50
16 C -16.16 -4.10 16.35
17 H -16.48 -3.53 17.19
18 H -6.94 -3.24 15.85
19 H -7.05 -4.47 14.55
20 H -9.74 -2.39 17.57
21 Au -12.06 -4.21 14.22
22 C -16.52 -6.02 14.92
23 C -14.64 -2.25 15.76
24 C -7.38 -3.46 14.87
25 H -6.13 -2.80 13.18
26 H -7.79 -2.14 13.15
27 H -9.93 -1.41 13.36
28 H -11.31 -1.60 14.42
29 C -16.77 -5.32 16.13
30 H -11.02 -10.05 11.15
31 C -15.82 -5.42 13.95
32 C -11.51 -8.66 12.77
33 O -13.44 -1.93 15.64
34 O -13.61 -7.67 12.91
35 H -8.80 -0.10 14.94
36 H -9.87 -0.48 16.35
37 H -15.31 -1.48 16.05
38 H -15.67 -5.83 12.90
39 C -6.97 -2.46 13.81
40 H -9.20 -4.19 18.99
41 H -11.76 -7.00 14.19
42 N -8.39 -10.33 11.74
43 H -7.77 -8.88 13.60
44 C -9.59 -4.62 18.06
45 N -12.93 -8.52 12.37
46 H -16.92 -7.03 14.71
47 Sb -9.63 -3.47 15.05
48 C -8.84 -8.78 13.45
49 O -7.20 -10.38 12.15
50 C -11.09 -7.75 13.77
51 C -10.28 -1.42 14.41
52 H -10.43 -5.31 18.27
53 O -13.29 -9.25 11.49
54 C -9.70 -7.84 14.05
55 C -9.05 -6.69 14.81

Model two:
C20H22AuClN2O8Sb | ωB97M-V/def2-TZVPD

Calculated values
Net charge   -1
Kohn-Sham gap (alpha / beta)   4.87 / 4.87 eV
Lowest unoccupied orbital energy (alpha / beta)   1.0461 / 1.0459 eV
2S+1   1

Element x y z (Å)
1 O 0.63 3.33 -1.35
2 O 3.32 -1.99 0.42
3 H -2.48 0.03 -2.59
4 O 0.57 2.13 0.44
5 H -5.29 0.77 0.31
6 H 4.07 -1.06 3.03
7 C 0.63 -3.98 4.71
8 Au 0.36 0.11 1.10
9 H -5.04 0.22 -1.38
10 C 2.14 -1.89 3.51
11 N 2.59 0.47 -4.97
12 H 3.62 -2.47 4.95
13 C 2.21 0.09 -0.82
14 H -5.98 -0.70 -0.09
15 H -1.04 3.75 0.29
16 O 2.43 1.61 -5.47
17 C -1.95 2.08 -2.84
18 H -3.53 -1.63 -0.60
19 O 3.80 -2.94 -1.58
20 C -2.04 3.83 0.68
21 H -3.85 2.58 0.93
22 C -1.82 0.72 -2.16
23 H -0.75 0.41 -2.25
24 C 2.41 0.27 -3.57
25 H -2.95 2.49 -2.78
26 H -1.97 3.85 1.75
27 C 2.62 -2.65 4.58
28 O 0.30 -1.82 1.81
29 H -2.43 4.84 0.33
30 C 2.81 -0.94 -2.98
31 O 2.95 -0.54 -5.59
32 C 3.00 -0.85 3.00
33 H 3.34 -1.74 -3.55
34 C -3.75 -0.80 0.13
35 H -3.71 -1.29 1.10
36 H -1.25 2.80 -2.46
37 O 2.61 0.18 2.47
38 H -1.74 2.09 -3.94
39 Cl 2.52 -4.52 6.57
40 C -5.06 -0.10 -0.30
41 C 1.85 -3.58 5.30
42 C 0.83 -2.25 2.95
43 N 3.27 -2.02 -0.84
44 C 0.14 -3.27 3.63
45 H -0.90 -3.44 3.38
46 C 2.66 -0.96 -1.56
47 C 1.70 1.25 -1.49
48 Sb -2.14 0.71 0.07
49 C -3.03 2.75 0.24
50 C 0.93 2.30 -0.78
51 H 0.10 -4.81 5.15
52 C 1.91 1.40 -2.87
53 H 1.48 2.21 -3.44
54 H 2.36 0.13 0.24
55 H -3.48 2.84 -0.78

Relative energy table, unit kJ/mol: model one 28.3; model two 0.0

Model one:
C3H11N3O | ωB97M-V/def2-TZVPD

Calculated values
Kohn-Sham gap (alpha / beta)   8.36 / 8.36 eV
Lowest unoccupied orbital energy (alpha / beta)   0.9107 / 0.9108 eV
2S+1   1

Element x y z (Å)
1 H -2.19 0.34 1.49
2 H -1.65 -1.18 -1.86
3 H -0.51 -1.95 -0.96
4 H 2.41 -1.63 0.99
5 C -2.12 -0.42 0.72
6 H -3.08 -0.45 0.20
7 H -1.17 0.88 -0.71
8 C 1.59 1.47 -0.72
9 O 2.15 -0.95 0.36
10 C -0.99 -0.10 -0.25
11 N -0.79 -1.05 -1.33
12 N 1.80 1.26 0.56
13 H 1.71 2.04 1.20
14 H -0.03 -0.12 0.39
15 H 1.48 2.48 -1.06
16 H -1.97 -1.39 1.20
17 H 1.63 0.64 -1.40
18 N 1.74 0.12 1.21

Model two:
C3H11N3O | ωB97M-V/def2-TZVPD

Calculated values
Kohn-Sham gap   9.26 eV
Lowest unoccupied orbital energy   0.8136 eV
2S+1   1
Structure (SMILES)   N/C=C/N.NCO

Element x y z (Å)
1 C 0.36 -1.11 -1.56
2 H -0.06 1.74 -2.11
3 H -0.04 -3.11 -1.22
4 H -0.30 2.48 1.79
5 C -1.09 0.78 2.06
6 C 0.67 0.16 -1.27
7 N -0.67 -0.64 1.96
8 H 0.31 -0.65 2.22
9 H 0.32 -1.44 -2.59
10 O -0.19 1.65 1.34
11 H 1.53 1.80 -2.08
12 H 0.80 0.48 -0.23
13 H -2.09 0.90 1.60
14 H -1.18 1.11 3.09
15 N 0.23 -2.24 -0.71
16 H 1.17 -2.45 -0.33
17 N 0.75 1.15 -2.29
18 H -0.68 -0.92 1.03

Relative energy table, unit kJ/mol: model one 268.0; model two 0.0

Model one:
C4H8N2P | ωB97M-V/def2-TZVPD

Calculated values
Net charge   +1
Kohn-Sham gap   7.77 eV
Lowest unoccupied orbital energy   -4.9918 eV
2S+1   1
Structure (SMILES)   [H]/N=C([NH3+])/P=C\C=C

Element x y z (Å)
1 H -0.10 0.21 2.61
2 H -2.67 -0.65 0.60
3 C 0.79 -0.28 -1.02
4 H 2.04 -0.54 -2.89
5 C -1.74 -0.24 0.39
6 H -2.45 1.51 1.21
7 H 2.15 0.88 -0.47
8 N 1.57 -1.06 -2.03
9 H 2.12 -1.61 -1.37
10 C -0.67 1.06 2.29
11 H 0.87 -1.70 -2.46
12 C -1.55 0.87 1.32
13 H -0.72 1.91 2.96
14 P -0.85 -1.01 -0.83
15 N 1.22 0.65 -0.31

Model two:
C4H8N2P | ωB97M-V/def2-TZVPD

Calculated values
Net charge   +1
Kohn-Sham gap   9.46 eV
Lowest unoccupied orbital energy   -4.1957 eV
2S+1   1
Structure (SMILES)   Cc1[nH]c(P)c[nH+]1

Element x y z (Å)
1 C 1.24 -0.76 0.47
2 C 0.97 -1.47 -0.64
3 H -1.82 1.86 -0.72
4 H 0.55 0.93 1.21
5 H 1.43 -2.49 -0.88
6 H -2.63 0.41 -1.23
7 H -0.55 -1.52 -1.96
8 N 0.43 0.29 0.51
9 P 2.62 -0.88 1.68
10 C -1.84 0.85 -0.56
11 H 3.02 -2.12 1.26
12 N -0.19 -1.02 -1.23
13 H -2.37 0.71 0.47
14 H 3.68 -0.45 0.92
15 C -0.54 0.15 -0.68

Relative energy table, unit kJ/mol: model one 214.7; model two 0.0

Model one:
C3H6O4 | ωB97M-V/def2-TZVPD

Calculated values
Kohn-Sham gap   10.81 eV
Lowest unoccupied orbital energy   0.5126 eV
2S+1   1
Structure (SMILES)   O=C(O)[C@H](O)CO

Element x y z (Å)
1 H 2.11 0.83 1.12
2 H 1.25 -0.59 1.60
3 C -1.09 -0.28 0.14
4 O -0.73 -1.43 -0.41
5 H 2.06 -0.21 -1.07
6 H -0.70 1.71 -1.13
7 H -0.22 1.39 1.28
8 O 0.25 1.51 -0.79
9 C 0.04 0.76 0.45
10 O -2.23 0.06 0.29
11 C 1.38 0.07 0.77
12 O 1.88 -0.77 -0.26
13 H 0.23 -1.42 -0.62

Model two:
C3H6O4 | ωB97M-V/def2-TZVPD

Calculated values
Kohn-Sham gap   9.49 eV
Lowest unoccupied orbital energy   0.6330 eV
2S+1   1
Structure (SMILES)   O/C=C/C(O)(O)O

Element x y z (Å)
1 O -1.20 1.49 -0.32
2 C 0.56 -0.29 -0.13
3 C 0.40 -1.14 -1.22
4 O -1.65 -0.37 0.77
5 C -0.57 0.52 0.44
6 H 2.14 -1.21 -1.80
7 O 1.30 -1.70 -1.96
8 H -0.65 1.64 1.98
9 H -1.62 0.92 -0.97
10 H 1.43 -0.45 0.46
11 H -0.60 -1.21 -1.48
12 O 0.01 1.04 1.64
13 H -1.27 -0.97 1.49

Relative energy table, unit kJ/mol: model one 0.0; model two 127.6